No. 1
This record from the OMol25 dataset describes a structure of composition C8H22FeN2O6S at a distorted geometry. The level of theory is wB97M-V/def2-TZVPD.

Output
<S²> = 8.77
E = -2540.50135 Eh
F_max = 7.650 eV/Å
HOMO-LUMO gap (spin up / spin down) = 8.43 / 5.71 eV

Structure (ORCA input):
```
! RIJCOSX wB97M-V def2-TZVPD def2/J DEFGRID3
* xyz 1 6
Fe 0.92157 -0.14106 17.46369
S 0.77989 -2.29378 16.01351
O 1.87573 -1.47576 16.50217
O 1.27705 -0.92239 19.22602
O -0.15006 -1.53524 16.80346
O 0.49572 0.93832 15.84440
O 0.61585 -2.27676 14.61047
O 0.69420 -3.74246 15.95839
N -0.59434 0.85409 18.27493
N 2.52992 0.98186 17.91615
C 2.46097 -0.52061 19.90956
C 4.47648 0.90587 19.29227
C -0.22705 2.12303 16.13669
C -1.21478 1.75300 17.26503
C 1.17513 1.02450 14.57356
C 0.50155 -1.73207 20.16490
C -1.80174 2.91736 17.97227
C 3.27790 0.11793 18.78155
H 1.61540 0.05894 14.32467
H 4.40873 1.99285 19.33670
H 0.45710 1.26045 13.78815
H 5.37084 0.87143 18.67015
H 1.09962 -2.53038 20.60436
H -0.79736 2.44322 15.26472
H 3.65068 -0.65154 18.10549
H 1.97663 1.76304 14.55757
H -1.03445 3.37499 18.59672
H -2.23176 3.61073 17.24948
H 2.99821 -1.33873 20.38931
H 2.44556 1.84562 18.43278
H 2.16323 0.18032 20.68940
H -0.56181 1.42660 19.10636
H 0.08224 -1.12846 20.96984
H -1.43913 0.41559 18.61277
H -0.28573 -2.23358 19.60207
H -2.62984 2.70537 18.64859
H 4.78858 0.49158 20.25095
H -1.98719 1.17381 16.75905
H 0.54179 2.87260 16.32414
H 3.27086 1.30030 17.30811
*
```

---

No. 2
This record from the OMol25 dataset describes a structure of composition C8H22N2O2Rb. The level of theory is wB97M-V/def2-TZVPD.

Output
E = -601.86919 Eh
F_max = 0.598 eV/Å
HOMO-LUMO gap = 9.20 eV

Structure (ORCA input):
```
! RIJCOSX wB97M-V def2-TZVPD def2/J DEFGRID3
* xyz 1 1
Rb 7.98220 16.33373 -30.55874
O 10.02570 15.76683 -26.31176
O 7.32132 14.35023 -33.13815
N 9.61983 16.30934 -35.24553
N 7.55356 17.87839 -27.91833
C 7.00400 15.66233 -27.08596
C 9.42411 16.40798 -27.39430
C 8.00856 16.80662 -27.01110
C 8.17347 14.58671 -34.24226
C 11.39158 15.47817 -26.53687
C 6.55843 13.16338 -33.25254
C 7.40565 16.95871 -34.46553
C 8.58728 16.03047 -34.24434
H 7.64707 14.35146 -35.17786
H 5.91921 13.08329 -32.37745
H 10.37931 15.63981 -35.18119
H 6.87816 16.66758 -35.37508
H 11.98702 16.40016 -26.57227
H 9.06920 13.95344 -34.18428
H 11.52672 14.93698 -27.47934
H 7.19319 12.26841 -33.28983
H 8.06752 17.15779 -25.97676
H 5.95094 13.16602 -34.16238
H 9.06756 16.19055 -33.26768
H 6.02978 16.06184 -27.36756
H 11.72796 14.87750 -25.69833
H 8.17547 18.67822 -27.88900
H 6.63558 18.17835 -27.61371
H 9.23386 16.19344 -36.17857
H 6.89431 15.12355 -26.14699
H 6.68471 16.93075 -33.64679
H 7.75550 17.98468 -34.57948
H 7.30247 14.89113 -27.80641
H 9.99507 17.32089 -27.64850
H 9.46491 15.73631 -28.27622
*
```

---

No. 3
This record from the OMol25 dataset describes a structure of composition C8H23BMnO5 at a distorted geometry. The level of theory is wB97M-V/def2-TZVPD.

Output
<S²> = 8.75
E = -1870.48618 Eh
F_max = 3.231 eV/Å
HOMO-LUMO gap (spin up / spin down) = 4.72 / 4.93 eV

Structure (ORCA input):
```
! RIJCOSX wB97M-V def2-TZVPD def2/J DEFGRID3
* xyz -2 6
Mn -5.29339 3.34767 -3.25041
O -4.11840 4.31380 -4.83912
O -5.35449 1.47148 -4.55147
O -3.91115 2.08083 -2.17104
O -6.45979 3.11689 -1.43098
O -4.18264 5.27921 -2.26031
C -3.45018 6.02068 -3.21882
C -5.85107 2.19031 -0.59774
C -3.83977 5.67471 -0.95160
C -5.92478 1.09963 -5.75018
C -7.44025 1.25747 -5.77058
C -4.32420 1.94711 -0.84606
C -4.01076 5.71149 -4.60677
C -2.95290 3.81483 -5.44676
B -7.28690 4.49697 -4.03364
H -3.17213 2.82590 -5.84725
H -4.27226 5.01102 -0.21038
H -4.16454 6.70125 -0.73510
H -4.13525 0.91057 -0.50494
H -6.47261 5.06820 -3.45261
H -3.65243 7.07960 -3.01952
H -2.70675 4.38718 -6.35808
H -2.38651 5.76608 -3.19386
H -7.93422 0.55629 -5.08350
H -2.04526 3.83271 -4.83939
H -5.48465 1.73528 -6.55893
H -3.70831 2.62049 -0.21281
H -7.25278 3.38126 -3.77082
H -7.84521 1.08112 -6.78128
H -2.74310 5.64486 -0.89971
H -4.96578 6.19796 -4.81653
H -7.80210 2.21236 -5.39483
H -8.33243 4.86987 -3.67521
H -3.41399 6.22827 -5.37406
H -5.61999 0.09203 -6.10656
H -5.98030 2.41419 0.48415
H -7.12577 4.61242 -5.18791
H -6.35690 1.21888 -0.76426
*
```

---

No. 4
This record from the OMol25 dataset describes a structure of composition C8H23BeN10O14 at a distorted geometry. The level of theory is wB97M-V/def2-TZVPD.

Output
E = -1934.13576 Eh
F_max = 7.701 eV/Å
HOMO-LUMO gap = 2.42 eV

Structure (ORCA input):
```
! RIJCOSX wB97M-V def2-TZVPD def2/J DEFGRID3
* xyz -1 1
O 1.46657 2.35715 3.83681
O 5.20147 3.93939 -1.65569
O -2.67594 -2.26941 -2.53755
O 1.13080 2.58533 5.97889
O 4.97548 1.64738 -1.69822
O 2.14744 4.20692 4.62786
O -0.97647 -2.58283 2.48728
O -1.84959 6.15959 -2.65931
O 3.49802 -2.01349 0.78355
O -4.00630 1.55211 1.55751
O -1.57787 4.07331 -2.41252
O 1.64929 0.39554 -4.27089
O 3.60737 2.98505 -0.71159
O -0.88161 5.39571 -0.84836
N 2.76116 0.43909 -6.19566
N -3.10064 -3.86935 -4.03948
N -0.39056 -2.46202 4.63465
N 4.47267 -1.92348 2.89027
N -5.68031 3.02298 1.67257
N -6.03428 0.87687 1.52918
N 4.24060 -3.81701 1.91911
N 1.84968 2.20974 -5.53239
N -2.72737 -4.49788 -2.07075
N -1.20417 -4.31908 3.90136
C -0.93383 -3.07501 3.58494
C -1.41851 5.21173 -1.93573
C 1.60218 3.07229 4.77384
C -2.80501 -3.44903 -2.84022
C 4.56267 2.87992 -1.40685
C 2.02407 0.98783 -5.30657
C 4.08429 -2.54198 1.79638
C -5.16400 1.82207 1.54798
Be -0.06357 0.95588 -0.09592
H 2.13131 2.55255 -6.43973
H 1.41119 2.78485 -4.82736
H 5.21653 -2.34404 3.42870
H -3.01050 -4.86073 -4.21014
H -2.22236 5.57623 -3.32440
H -1.20287 -4.58539 4.87561
H 4.29663 0.97149 -1.63538
H -2.43694 -4.44110 -1.10508
H 1.22249 3.39462 6.48708
H 4.80783 -4.07604 2.71363
H 3.87913 -4.40238 1.17965
H 4.18531 -0.95694 2.83271
H -6.65299 3.09445 1.41012
H 2.90920 0.92467 -7.06881
H -5.07782 3.82108 1.81453
H -0.13018 -2.96468 5.47109
H -3.10266 -3.16365 -4.76204
H -6.95229 1.19676 1.25528
H -0.04265 -1.51408 4.61284
H 3.19925 -0.47090 -6.18551
H -5.78515 -0.10115 1.49021
H -1.44261 -5.04910 3.24537
H -2.98360 -5.34183 -2.56287
*
```

---

No. 5
This record from the OMol25 dataset describes a structure of composition C8H23GdNO4P2S. The level of theory is wB97M-V/def2-TZVPD.

Output
<S²> = 16.79
E = -2519.69486 Eh
F_max = 0.925 eV/Å
HOMO-LUMO gap (spin up / spin down) = 6.87 / 7.61 eV

Structure (ORCA input):
```
! RIJCOSX wB97M-V def2-TZVPD def2/J DEFGRID3
* xyz 3 8
Gd -2.99671 1.82401 -4.48903
S -2.61252 1.49642 1.36973
P -0.38737 0.39555 -0.37451
P -2.12486 0.55346 -2.12436
O -3.31806 1.61603 -1.66781
O 2.11892 1.13136 -0.82704
O -3.04847 0.22765 0.82722
O -3.39638 2.67737 1.26035
N 0.81577 -0.16840 0.99651
C 0.90067 -2.23224 2.39704
C 4.49415 1.55423 -0.78798
C -2.85668 -1.10743 -2.08874
C 0.43305 -0.76123 2.23630
C 3.41465 0.67778 -1.36709
C -1.01456 1.82530 0.56071
C 1.00595 0.77421 -1.54456
C -0.20503 -3.21805 2.04450
H -2.25774 -1.78157 -2.70809
H -2.25304 1.30372 2.66042
H -0.65220 -0.65681 2.35092
H 1.71142 -0.50804 0.63740
H 5.45448 1.04273 -0.86742
H -4.00442 1.26283 -1.07814
H 3.53936 -0.37644 -1.09619
H -2.89760 -1.50052 -1.06877
H 0.89355 -0.14408 3.03273
H -1.12378 -3.01601 2.59876
H 1.24272 -2.36965 3.42266
H -0.43709 -3.21151 0.97394
H 0.10723 -4.23126 2.29888
H 4.56646 2.50958 -1.30615
H -0.26547 2.16139 1.28417
H 1.77870 -2.38877 1.76219
H -0.95320 -0.87601 -0.17481
H 4.30947 1.74970 0.26944
H 1.13950 -0.11680 -2.17873
H -3.87815 -1.10404 -2.48007
H 3.35479 0.74265 -2.45630
H 0.62582 1.59235 -2.17295
H -1.22334 2.65052 -0.12511
*
```

---

The lowest E belongs to which entry?
C8H22FeN2O6S